C28H44BNO12P2 | ωB97M-V/def2-TZVPD

Its LUMO energy is -0.4 eV. The calculated total energy comes out at -75067.8924 eV.

ORCA input file:
```
! wB97M-V def2-TZVPD RIJCOSX def2/J DEFGRID3
* xyz 0 1
C 1.618 -6.073 0.042
C 1.190 -6.369 -1.420
N 2.082 -5.737 -2.403
C 1.763 -4.397 -2.707
C 2.109 -3.393 -1.779
C 1.778 -2.083 -2.040
C 1.107 -1.728 -3.223
C 0.782 -2.689 -4.158
C 1.103 -4.042 -3.903
B 0.670 -5.091 -5.003
O 1.342 -6.274 -5.288
O -0.447 -4.780 -5.772
C 0.740 -0.265 -3.431
O 0.808 0.287 -4.508
C 0.247 0.422 -2.161
C -0.824 1.298 -2.185
C -1.238 1.847 -0.968
C -0.547 1.524 0.198
C 0.532 0.642 0.216
C 0.930 0.076 -0.989
C 2.065 -0.932 -1.083
O 3.105 -0.829 -0.471
H 1.063 -6.701 0.757
H 1.349 -5.035 0.287
H 2.690 -6.259 0.193
H 0.141 -6.019 -1.494
H 1.193 -7.458 -1.582
H 2.196 -6.301 -3.235
H 2.621 -3.673 -0.858
H 0.282 -2.404 -5.084
H 0.739 -7.010 -5.121
H -1.093 -4.329 -5.215
H -1.345 1.516 -3.118
H -2.089 2.524 -0.914
H -0.890 1.982 1.129
H 1.041 0.395 1.150
O -0.061 5.237 -1.304
P 1.040 6.245 -1.345
O 1.824 5.974 0.063
C 2.615 4.792 0.199
C 3.926 4.897 -0.560
O 0.179 7.579 -0.890
C -1.235 7.633 -1.076
C -1.961 7.283 0.207
O 2.244 7.223 -1.900
C 1.986 8.084 -3.033
C 1.622 9.490 -2.585
H 2.042 3.919 -0.130
H 2.818 4.673 1.264
H 3.751 4.925 -1.638
H 4.567 4.043 -0.340
H 4.451 5.815 -0.295
H -1.548 6.990 -1.898
H -1.484 8.658 -1.365
H -1.608 6.341 0.627
H -3.036 7.207 0.037
H -1.782 8.052 0.961
H 1.213 7.657 -3.675
H 2.912 8.120 -3.608
H 0.551 9.587 -2.418
H 1.890 10.216 -3.354
H 2.124 9.749 -1.653
O -0.275 -3.686 4.587
P -1.749 -3.448 4.554
O -2.339 -4.901 4.091
C -2.316 -5.986 5.018
C -3.388 -5.844 6.083
O -1.844 -2.647 3.115
C -0.707 -1.969 2.580
C -0.013 -2.825 1.541
O -3.254 -2.896 4.943
C -3.453 -1.477 5.137
C -3.995 -0.820 3.877
H -1.323 -6.069 5.472
H -2.493 -6.894 4.440
H -3.181 -4.991 6.734
H -3.438 -6.741 6.702
H -4.363 -5.671 5.626
H -0.023 -1.664 3.372
H -1.068 -1.052 2.106
H 0.209 -3.826 1.913
H 0.922 -2.362 1.216
H -0.659 -2.953 0.669
H -2.530 -0.999 5.471
H -4.188 -1.377 5.936
H -3.188 -0.496 3.222
H -4.573 0.071 4.131
H -4.621 -1.508 3.311
*
```

***

C28H44Br2F12N2O9PS | ωB97M-V/def2-TZVPD

Its LUMO energy is 1.0 eV. The calculated total energy comes out at -243955.1858 eV.

ORCA input file:
```
! wB97M-V def2-TZVPD RIJCOSX def2/J DEFGRID3
* xyz -1 1
C 3.208 1.302 3.229
C 3.048 0.716 1.661
N 1.650 0.953 1.299
C 1.120 0.255 0.020
C -0.487 0.285 0.387
C -1.394 -0.769 -0.723
C -3.112 -0.648 -0.543
O -2.189 -1.927 -0.053
N 1.763 -1.052 -0.109
S 1.758 -1.819 -1.680
C 1.301 -2.175 0.754
C 1.265 -2.028 2.360
C 0.765 -3.507 2.965
C -0.831 -3.796 2.740
C -1.836 -2.647 3.338
O -3.159 -3.278 3.513
C -4.101 -2.778 2.500
C 1.528 1.438 -1.106
C 0.475 1.401 -2.422
O 1.067 2.636 -0.469
C 1.797 3.796 -0.249
O 3.133 3.698 0.430
C 0.921 4.647 0.915
C -0.352 3.795 1.501
C -1.233 4.667 2.623
F -0.704 6.081 2.698
F -0.962 4.108 4.001
C -2.818 4.803 2.260
F -3.476 5.696 3.243
F -2.900 5.496 0.921
C -3.658 3.415 2.109
F -5.118 3.810 2.128
F -3.470 2.684 0.832
C -3.481 2.330 3.322
F -2.239 1.524 3.274
F -4.638 1.366 3.196
F -3.704 3.041 4.615
C 1.890 4.941 -1.465
Br 3.586 6.015 -1.841
C 0.737 5.328 -2.339
C 0.920 6.497 -3.521
Br -1.088 4.550 -2.154
P 3.211 1.320 -1.899
O 4.264 0.285 -1.251
O 4.113 2.758 -2.226
O 3.009 0.617 -3.530
H 3.314 2.471 3.217
H 4.257 0.864 3.588
H 2.378 0.893 3.945
H 3.887 1.315 1.081
H 3.445 -0.381 1.751
H 1.031 0.752 2.112
H -1.035 1.290 0.180
H -0.771 -0.230 1.396
H -0.946 -0.913 -1.889
H -3.893 -1.487 -0.624
H -3.126 -0.475 -1.726
H 2.227 -3.141 -1.634
H 2.073 -3.066 0.538
H 0.257 -2.663 0.435
H 2.312 -1.844 2.891
H 0.527 -1.247 2.815
H 1.476 -4.371 2.552
H 1.002 -3.458 4.134
H -1.068 -4.832 3.284
H -1.059 -3.967 1.604
H -1.427 -2.316 4.395
H -1.882 -1.749 2.586
H -5.208 -3.102 2.782
H -3.908 -3.248 1.423
H -4.134 -1.591 2.431
H -0.615 1.646 -2.053
H 0.475 0.381 -2.979
H 0.822 2.322 -3.088
H 3.438 4.603 0.732
H 1.583 4.951 1.830
H 0.479 5.652 0.475
H -1.095 3.597 0.620
H -0.047 2.805 2.085
H 1.814 6.138 -4.219
H -0.062 6.602 -4.161
H 1.265 7.529 -3.048
H 3.874 3.195 -3.096
H 3.381 -0.313 -3.541
C -1.126 -7.558 -4.563
C -0.954 -6.202 -5.219
O -0.951 -5.119 -4.294
C 0.267 -4.826 -3.552
O 1.304 -4.708 -4.375
C 0.524 -5.811 -2.343
F -0.648 -6.156 -1.738
F 1.274 -5.222 -1.368
F 1.147 -6.972 -2.664
H -1.853 -7.516 -3.746
H -1.457 -8.297 -5.298
H -0.181 -7.920 -4.155
H -1.833 -6.034 -5.853
H -0.092 -6.185 -5.893
H -0.042 -3.915 -3.018
*
```

***

C28H44BrF5NO8 | ωB97M-V/def2-TZVPD

Its LUMO energy is -2.4 eV. The calculated total energy comes out at -131242.7607 eV.

ORCA input file:
```
! wB97M-V def2-TZVPD RIJCOSX def2/J DEFGRID3
* xyz 1 1
C -5.872 4.485 -2.458
O -6.881 4.097 -1.555
C -6.742 2.782 -1.061
C -5.991 2.718 0.283
C -4.931 1.616 0.330
C -3.689 1.935 -0.500
C -2.617 0.848 -0.396
C -1.311 1.238 -1.110
C -0.543 0.080 -1.798
C 0.976 0.114 -1.609
N 1.659 -0.818 -0.621
C 1.099 -2.231 -0.703
C 0.122 -2.874 0.283
C -1.267 -2.285 0.529
Br 1.008 -3.420 1.943
C 1.820 -0.174 0.737
C 0.625 -0.078 1.666
C 0.968 0.821 2.882
C 1.311 0.021 4.156
C 0.333 0.196 5.329
F 0.949 0.833 6.338
F -0.736 0.947 4.992
C -0.223 -1.142 5.912
F -0.308 -2.075 4.950
F -1.425 -0.981 6.410
F 0.575 -1.608 6.853
C 3.102 -0.833 1.289
O 3.666 -1.520 0.174
C 3.181 -0.919 -1.002
C 3.973 0.398 -1.169
C 3.981 1.196 -2.463
O 4.895 1.187 -3.210
O 2.846 1.953 -2.790
C 2.621 3.070 -2.012
C 1.422 3.842 -2.483
O 3.313 3.321 -1.074
C 3.508 -1.846 -2.190
C 4.296 -3.097 -1.796
O 5.438 -3.073 -1.511
O 3.542 -4.248 -1.931
C 3.610 -5.248 -0.933
C 2.400 -6.138 -0.995
O 4.510 -5.339 -0.179
H -4.907 4.644 -1.952
H -5.740 3.737 -3.252
H -6.181 5.433 -2.902
H -6.228 2.156 -1.809
H -7.753 2.381 -0.952
H -5.495 3.685 0.427
H -6.707 2.552 1.091
H -4.614 1.453 1.369
H -5.360 0.671 -0.032
H -3.958 2.046 -1.559
H -3.253 2.887 -0.166
H -2.996 -0.101 -0.798
H -2.418 0.676 0.671
H -1.563 1.978 -1.879
H -0.646 1.768 -0.415
H -0.990 -0.888 -1.566
H -0.687 0.193 -2.878
H 1.457 -0.101 -2.568
H 1.277 1.124 -1.330
H 0.636 -2.298 -1.692
H 1.950 -2.904 -0.720
H -0.021 -3.849 -0.194
H -1.961 -2.694 -0.213
H -1.641 -2.596 1.505
H -1.307 -1.201 0.461
H 2.097 0.869 0.555
H 0.299 -1.045 2.050
H -0.228 0.355 1.136
H 1.821 1.469 2.648
H 0.130 1.492 3.059
H 1.393 -1.042 3.921
H 2.291 0.318 4.541
H 2.952 -1.524 2.117
H 3.798 -0.053 1.620
H 5.001 0.024 -1.096
H 3.850 1.102 -0.345
H 0.556 3.550 -1.879
H 1.608 4.908 -2.352
H 1.202 3.626 -3.529
H 4.164 -1.321 -2.889
H 2.617 -2.124 -2.756
H 1.791 -5.952 -0.105
H 2.740 -7.175 -0.951
H 1.812 -5.979 -1.898
*
```

***

C28H44BrN3P2SZn | ωB97M-V/def2-TZVPD

Its LUMO energy (alpha / beta) is -9.2 / -9.1 eV. The calculated total energy comes out at -182075.1832 eV.

ORCA input file:
```
! wB97M-V def2-TZVPD RIJCOSX def2/J DEFGRID3
* xyz 2 1
C -0.036 -2.522 4.809
C -0.080 -2.945 3.457
C -0.971 -3.982 3.128
C -1.869 -4.442 4.098
N -1.865 -3.991 5.353
C -0.970 -3.068 5.708
C 0.668 -2.334 2.376
C 1.340 -1.897 1.423
C 2.465 -1.653 0.584
C 3.135 -0.429 0.688
C 3.967 0.027 -0.325
C 3.929 -0.714 -1.510
C 3.514 -2.056 -1.535
C 2.917 -2.571 -0.373
Zn 3.604 0.335 -3.050
P -1.264 0.536 0.568
H -0.990 -4.378 2.111
H 0.680 -1.772 5.148
H -2.610 -5.193 3.819
H -0.994 -2.730 6.749
H 2.699 -3.628 -0.247
H 2.935 0.166 1.570
H 3.634 -2.661 -2.438
H 4.545 0.938 -0.179
C -2.478 1.912 0.280
C -3.868 1.833 0.901
H -2.557 1.956 -0.819
H -1.970 2.837 0.598
H -4.459 2.686 0.536
H -4.406 0.920 0.619
H -3.845 1.912 1.997
C -2.279 -0.985 0.925
C -2.997 -1.124 2.265
H -1.547 -1.801 0.821
H -2.998 -1.079 0.095
H -3.511 -2.098 2.283
H -2.295 -1.129 3.112
H -3.766 -0.354 2.427
C -0.517 0.941 2.221
C -1.406 1.622 3.261
H 0.345 1.592 1.969
H -0.089 -0.005 2.590
H -0.800 1.836 4.149
H -1.812 2.574 2.901
H -2.235 0.984 3.589
Br 2.893 1.297 -5.012
P -1.195 -0.682 -2.874
C -3.010 -0.936 -2.713
C -3.821 -0.943 -4.009
H -3.324 -0.082 -2.078
H -3.183 -1.848 -2.117
H -4.889 -0.980 -3.748
H -3.656 -0.024 -4.593
H -3.600 -1.830 -4.625
C -0.892 -0.038 -4.589
C -0.705 -1.002 -5.768
H 0.036 0.551 -4.486
H -1.701 0.668 -4.820
H -0.396 -0.408 -6.648
H 0.105 -1.734 -5.595
H -1.634 -1.532 -6.060
C -0.380 -2.354 -2.943
C -1.186 -3.485 -3.588
H -0.139 -2.591 -1.889
H 0.590 -2.223 -3.461
H -0.637 -4.430 -3.462
H -2.169 -3.617 -3.116
H -1.309 -3.343 -4.672
S 1.438 2.037 -1.631
C 2.205 2.977 -0.444
N 1.742 3.410 0.765
C 2.772 4.032 1.591
C 4.050 3.719 0.812
N 3.523 3.311 -0.494
H 0.748 3.540 0.943
H 2.789 3.603 2.597
H 2.627 5.115 1.672
H 4.608 2.885 1.278
H 4.724 4.577 0.702
H 4.103 3.053 -1.298
*
```

***

C28H44Cl12N2NaO6Tl | ωB97M-V/def2-TZVPD

Its LUMO energy is -10.9 eV. The calculated total energy comes out at -204371.2768 eV.

ORCA input file:
```
! wB97M-V def2-TZVPD RIJCOSX def2/J DEFGRID3
* xyz 2 1
Na -1.173 -2.123 -0.569
Tl 2.251 0.263 -1.148
C -2.121 0.136 1.344
C -2.445 0.669 2.553
C -1.658 1.795 3.241
O -1.829 2.174 4.485
C -0.599 2.316 2.549
C -0.110 1.759 1.283
C -0.968 0.616 0.608
O -0.645 0.136 -0.514
O 1.026 1.985 0.842
O -3.399 0.041 3.162
H -2.666 -0.661 0.861
H 0.032 3.052 3.024
C -6.921 0.548 2.448
Cl -7.606 -0.691 3.508
Cl -8.269 1.655 2.157
Cl -6.170 -0.171 1.027
H -6.087 1.117 2.859
C -2.894 5.662 4.444
Cl -1.427 6.647 4.080
Cl -4.317 6.134 3.402
Cl -3.205 5.728 6.226
H -2.733 4.611 4.206
C -2.697 0.125 -3.829
Cl -3.081 -1.289 -4.869
Cl -3.158 -0.193 -2.097
Cl -3.387 1.587 -4.388
H -1.620 0.277 -3.893
C 2.681 3.291 3.747
Cl 4.392 3.060 3.410
Cl 2.191 4.973 3.544
Cl 2.207 2.590 5.337
H 2.202 2.727 2.947
C -0.998 -5.434 -1.595
C -2.244 -5.642 -0.839
C -1.876 -6.375 0.511
C -2.704 -5.884 1.730
C -4.130 -5.367 1.351
C -4.124 -4.273 0.345
N -2.904 -4.292 -0.537
O -2.973 -3.382 -1.630
C -5.490 -4.363 -0.407
C -4.031 -2.968 1.181
C -3.259 -6.547 -1.559
H -0.341 -4.750 -1.058
H -1.177 -4.812 -2.472
H -0.551 -6.390 -1.869
H -2.091 -7.444 0.487
H -0.802 -6.354 0.694
H -2.132 -5.108 2.239
H -2.664 -6.703 2.448
H -4.535 -5.151 2.340
H -4.684 -6.256 1.049
H -5.557 -3.513 -1.086
H -5.507 -5.156 -1.154
H -6.320 -4.469 0.291
H -3.079 -2.795 1.683
H -4.085 -2.156 0.456
H -4.718 -2.780 2.006
H -2.781 -7.483 -1.850
H -3.716 -6.091 -2.438
H -4.119 -6.872 -0.974
H -3.665 -3.769 -2.171
C 6.136 0.420 -1.888
C 6.102 1.979 -1.767
C 6.349 2.477 -3.221
C 5.944 3.936 -3.502
C 4.490 4.077 -3.029
C 4.358 3.824 -1.510
N 4.782 2.381 -1.266
O 4.577 1.961 0.045
C 5.056 4.974 -0.676
C 2.867 4.031 -1.211
C 7.373 2.448 -0.939
H 6.125 -0.081 -0.920
H 7.093 0.048 -2.254
H 5.339 -0.055 -2.459
H 7.380 2.274 -3.509
H 5.774 1.891 -3.938
H 5.726 4.164 -4.546
H 6.675 4.637 -3.099
H 3.905 3.427 -3.679
H 4.128 5.066 -3.311
H 4.911 4.694 0.367
H 6.116 5.096 -0.900
H 4.611 5.947 -0.887
H 2.469 4.933 -1.676
H 2.309 3.208 -1.656
H 2.610 4.027 -0.152
H 8.272 2.357 -1.548
H 7.496 1.883 -0.015
H 7.345 3.485 -0.607
H 5.137 2.519 0.590
*
```